i:
10
Properties=species:S:1:pos:R:3 method="wB97M-V/def2-TZVPD" homo_ev=-9.3 charge=0 homo_lumo_gap_ev=9.5131 spin_multiplicity=1 smiles="NC=O.NCl"
C -1.294 0.103 0.273
N -0.987 0.649 -0.940
N 1.250 -0.700 0.502
O -1.950 0.914 0.982
Cl 2.340 0.464 -0.218
H -1.076 1.886 -1.064
H -0.831 -0.843 0.562
H -0.634 -0.097 -1.597
H 1.557 -1.670 0.042
H 1.625 -0.705 1.458

---

ii:
10
Properties=species:S:1:pos:R:3 method="wB97M-V/def2-TZVPD" homo_ev=-8.8 charge=0 homo_lumo_gap_ev=9.3078 spin_multiplicity=1 smiles=OCNNCl
C -0.015 -0.650 0.335
N 0.146 -0.462 -1.089
N 0.821 0.569 -1.674
O -1.144 -0.108 0.902
Cl -0.039 2.212 -1.982
H -0.096 -1.686 0.287
H 0.863 -0.152 0.863
H -0.647 -0.641 -1.616
H 1.774 0.636 -1.434
H -1.920 -0.495 0.414

---

Which structure is most stable? i, by 0.0083 hartree over the runner-up.

---

i:
30
Properties=species:S:1:pos:R:3 method="wB97M-V/def2-TZVPD" homo_ev="-10.7 / -10.3" charge=+1 homo_lumo_gap_ev="7.0580 / 6.6558" spin_multiplicity=1
C 4.174 -0.374 0.079
C 3.195 0.624 0.044
C 3.487 -1.607 0.155
C 1.981 -0.051 0.106
C -0.029 -1.996 1.304
C 1.114 -2.371 0.310
C -0.900 1.453 0.820
C -1.149 -0.052 -1.039
C -2.295 2.016 0.577
C -2.561 0.409 -1.234
C -0.829 0.044 0.394
N -0.702 -0.957 1.262
N 2.197 -1.399 0.199
N -2.796 1.804 -0.809
H 5.321 -0.216 -0.009
H 3.305 1.743 0.035
H 3.991 -2.659 0.128
H -0.258 -2.683 2.049
H 1.671 -3.272 0.630
H 0.604 -2.612 -0.627
H -0.055 2.091 0.232
H -0.610 1.798 1.873
H -0.961 -1.184 -1.328
H -0.501 0.603 -1.688
H -3.141 1.423 1.199
H -2.280 3.093 0.875
H -2.796 0.281 -2.384
H -3.305 -0.341 -0.687
H -3.782 1.976 -1.065
H -2.090 2.416 -1.401

---

ii:
30
Properties=species:S:1:pos:R:3 method="wB97M-V/def2-TZVPD" homo_ev=-12.4 charge=+1 homo_lumo_gap_ev=7.8046 spin_multiplicity=1
C -0.357 1.700 0.040
C 0.866 1.060 -0.199
C -2.567 0.558 0.105
C -5.027 0.744 -0.073
C -1.099 -0.623 1.422
C 2.061 1.638 -0.595
C -3.820 0.915 -0.575
C -0.100 -0.984 0.299
C -0.233 -2.412 -0.170
C 3.837 1.156 0.808
C 3.268 0.872 -0.590
N -1.557 1.278 -0.179
N -2.521 -0.380 0.943
N 0.894 -0.338 -0.219
H -0.367 2.727 0.386
H -5.884 1.059 -0.627
H -5.103 0.501 0.974
H -0.822 0.275 1.975
H -0.951 -1.379 2.216
H 2.325 2.673 -0.838
H -3.557 1.428 -1.551
H 0.320 -2.493 -1.130
H -1.351 -2.485 -0.525
H -0.025 -3.217 0.550
H 4.753 0.572 1.040
H 3.038 0.910 1.525
H 4.260 2.254 0.876
H 2.958 -0.129 -0.617
H 4.115 0.979 -1.372
H -3.415 -1.031 0.931

---

Which structure is most stable? ii, by 0.0962 hartree over the runner-up.

---

i:
30
Properties=species:S:1:pos:R:3 method="wB97M-V/def2-TZVPD" homo_ev=-11.3 charge=+1 homo_lumo_gap_ev=7.7564 spin_multiplicity=1 smiles="CC(C)(C)c1[nH]cc2c(=[NH2+])cc[nH]c12"
C 3.256 1.057 -0.418
C 1.066 -2.003 0.674
C 2.129 1.737 -0.831
C 1.680 -0.893 0.120
C 0.681 0.055 -0.202
C 3.064 -0.271 -0.006
C -0.640 -0.524 0.166
C -2.239 0.583 -1.347
C -1.874 1.214 1.167
C -3.321 -0.908 0.209
C -2.040 0.006 0.189
N -0.291 -1.738 0.667
N 0.902 1.286 -0.664
N 4.149 -1.029 0.319
H 4.290 1.465 -0.412
H 1.527 -2.886 1.079
H 2.231 2.817 -1.189
H -1.369 1.180 -1.654
H -2.351 -0.345 -1.968
H -3.241 1.184 -1.404
H -2.535 2.102 1.203
H -1.970 0.827 2.212
H -0.827 1.581 0.933
H -3.347 -1.539 -0.763
H -3.310 -1.641 1.066
H -4.074 -0.163 0.303
H -0.959 -2.285 1.083
H 0.113 1.831 -0.950
H 5.086 -0.742 -0.112
H 4.212 -1.960 0.529

---

ii:
30
Properties=species:S:1:pos:R:3 method="wB97M-V/def2-TZVPD" homo_ev=-11.6 charge=+1 homo_lumo_gap_ev=8.7839 spin_multiplicity=1 smiles=NN1c2ccccc2[C@H]2CCC[NH2+][C@H]21
C 1.972 2.415 -1.996
C 2.085 3.054 -0.806
C 1.091 1.349 -2.121
C 1.285 2.771 0.258
C 0.284 1.027 -1.097
C 0.337 1.788 0.064
C 0.211 -2.151 0.149
C -0.093 -1.561 -1.119
C -0.935 -2.181 0.986
C -0.742 -0.075 -1.049
C -1.603 0.182 0.130
N -0.712 1.566 0.904
N -0.412 1.192 2.256
N -1.611 -0.855 1.210
H 2.626 2.625 -2.811
H 2.915 3.738 -0.566
H 1.129 0.767 -3.126
H 1.248 3.267 1.241
H 0.437 -3.209 -0.058
H 0.983 -1.542 0.497
H 0.795 -1.428 -1.762
H -0.802 -2.248 -1.656
H -1.653 -2.943 0.581
H -0.843 -2.581 1.969
H -1.320 0.109 -1.906
H -2.555 0.738 0.155
H -1.098 1.623 2.890
H 0.545 1.493 2.500
H -2.448 -0.993 1.641
H -0.933 -0.213 1.894

---

Which structure is most stable? i, by 0.0635 hartree over the runner-up.

---

i:
13
Properties=species:S:1:pos:R:3 method="wB97M-V/def2-TZVPD" homo_ev=-8.8 charge=0 homo_lumo_gap_ev=8.8390 spin_multiplicity=1 smiles="O=Cc1cccn1O"
C 0.508 -1.414 -0.555
C 1.591 -0.497 -0.597
C 1.214 0.796 -0.322
C -0.089 0.717 -0.117
C -0.938 1.505 0.670
H -2.304 -0.928 0.576
H 0.663 -2.677 -0.205
H 2.703 -1.110 -0.658
H 1.669 1.793 -0.383
H -0.654 2.619 0.937
N -0.552 -0.669 -0.353
O -1.719 -1.330 -0.099
O -2.092 1.196 1.105

---

ii:
13
Properties=species:S:1:pos:R:3 method="wB97M-V/def2-TZVPD" homo_ev=-9.5 charge=0 homo_lumo_gap_ev=9.6260 spin_multiplicity=1
C 0.381 1.848 1.294
C 0.615 1.257 -0.159
C 0.168 -0.160 -0.328
C -0.636 -2.041 -0.110
C -0.502 -1.806 -1.442
H 1.050 1.297 1.995
H 0.665 2.914 1.147
H -0.987 2.079 1.471
H -0.860 -3.159 0.332
H -0.653 -2.435 -2.260
N -0.253 -1.050 0.637
O 1.093 1.846 -1.028
O -0.080 -0.590 -1.548

---

Which structure is most stable? ii, by 0.0717 hartree over the runner-up.

---

i:
13
Properties=species:S:1:pos:R:3 method="wB97M-V/def2-TZVPD" homo_ev=-9.7 charge=0 homo_lumo_gap_ev=9.0745 spin_multiplicity=1 smiles="O=C1C[C@H]2N[C@@H]2C1=O"
C -0.660 -0.074 1.345
C 0.812 0.249 1.044
C 0.675 0.505 -0.501
C -0.229 -0.727 -0.989
C -1.442 -0.445 -0.121
H 1.261 1.137 1.595
H 1.361 -0.731 1.170
H 0.191 1.433 -0.687
H 0.812 0.484 -2.569
H 0.202 -1.583 -0.543
N 0.954 -0.141 -1.810
O -1.292 0.251 2.397
O -2.644 -0.359 -0.333

---

ii:
13
Properties=species:S:1:pos:R:3 method="wB97M-V/def2-TZVPD" homo_ev=-9.5 charge=0 homo_lumo_gap_ev=10.0715 spin_multiplicity=1 smiles="CC(=O)c1ncco1"
C 1.977 1.122 0.109
C 1.005 0.384 -0.837
C -0.257 -0.061 -0.305
C -2.271 -0.735 -0.113
C -1.553 -1.298 0.931
H 1.950 0.781 1.115
H 2.940 1.267 -0.258
H 1.617 2.158 0.146
H -3.274 -0.893 -0.448
H -1.693 -1.921 1.806
N -1.408 -0.030 -0.955
O 1.233 0.066 -1.963
O -0.266 -0.840 0.773

---

Which structure is most stable? ii, by 0.1426 hartree over the runner-up.

---

i:
13
Properties=species:S:1:pos:R:3 method="wB97M-V/def2-TZVPD" homo_ev=-9.5 charge=0 homo_lumo_gap_ev=9.4181 spin_multiplicity=1
C 0.445 0.483 -0.342
C -0.892 0.685 0.372
C -1.531 -0.509 0.587
C -1.468 -1.822 0.688
C 0.507 0.840 -1.822
H 2.507 -0.956 1.333
H -1.720 1.104 -0.131
H -0.907 1.144 1.461
H -1.260 -3.044 0.984
H 1.565 0.901 -2.077
N 1.616 0.103 0.070
O 1.599 -0.131 1.378
O -0.460 1.202 -2.501

---

ii:
13
Properties=species:S:1:pos:R:3 method="wB97M-V/def2-TZVPD" homo_ev=-9.1 charge=0 homo_lumo_gap_ev=9.5218 spin_multiplicity=1 smiles=Oc1onc2c1CC2
C -1.668 0.108 -0.068
C 0.250 1.032 -0.107
C 1.672 0.486 0.003
C 0.988 -0.945 0.005
C -0.384 -0.237 -0.103
H -2.540 -1.535 0.045
H 2.260 0.744 0.970
H 2.288 0.747 -0.921
H 1.005 -1.542 0.926
H 1.295 -1.738 -0.731
N -0.510 2.059 -0.050
O -2.803 -0.624 -0.039
O -1.852 1.445 0.070

---

iii:
13
Properties=species:S:1:pos:R:3 method="wB97M-V/def2-TZVPD" homo_ev=-9.4 charge=0 homo_lumo_gap_ev=8.8990 spin_multiplicity=1 smiles="O=C1CC=C(O)C=N1"
C 0.978 -0.969 -0.017
C 1.715 0.366 0.014
C -1.122 0.307 0.012
C -0.311 1.507 -0.015
C -0.503 -0.886 0.003
O -2.464 0.500 0.031
N 0.963 1.540 -0.017
O 2.917 0.415 0.058
H -2.929 -0.346 0.040
H -0.836 2.455 -0.037
H 1.336 -1.563 0.831
H 1.312 -1.511 -0.910
H -1.058 -1.816 0.006

---

Which structure is most stable? iii, by 0.1019 hartree over the runner-up.

---

i:
18
Properties=species:S:1:pos:R:3 method="wB97M-V/def2-TZVPD" homo_ev=-9.0 charge=0 homo_lumo_gap_ev=9.3252 spin_multiplicity=1 smiles=CCS.O.O.O
C 1.169 -0.842 1.892
C 1.965 0.010 0.909
S 1.975 1.782 1.426
H 1.548 -1.835 2.145
H 0.121 -1.055 1.616
H 1.128 -0.345 2.914
H 3.095 -0.347 0.931
H 1.639 -0.194 -0.140
H 0.619 1.874 1.609
H -2.133 -2.150 -2.806
H -2.239 -1.270 -4.044
O -2.724 -1.545 -3.263
H -3.938 -2.169 0.870
H -3.086 -2.370 -0.466
O -3.146 -1.945 0.387
H 0.412 1.051 -2.612
H -0.087 0.934 -1.150
O -0.043 1.519 -1.908

---

ii:
18
Properties=species:S:1:pos:R:3 method="wB97M-V/def2-TZVPD" homo_ev=-8.5 charge=0 homo_lumo_gap_ev=9.0777 spin_multiplicity=1 smiles=CSC.O.O.O
C -1.033 -0.638 3.142
S -0.110 0.183 1.700
C 0.942 1.222 2.745
H -0.205 -1.164 3.595
H -1.627 0.008 3.777
H -1.662 -1.310 2.574
H 0.334 1.846 3.398
H 1.512 1.918 2.134
H 1.592 0.565 3.317
H -0.354 -1.260 -1.398
H -1.149 -2.257 -0.539
O -1.115 -1.847 -1.395
H -0.501 0.420 -4.888
H -0.120 1.643 -5.630
O -0.156 1.299 -4.740
H 1.969 -0.511 -2.611
H 1.031 0.542 -2.066
O 1.428 -0.313 -1.842

---

Which structure is most stable? ii, by 0.0168 hartree over the runner-up.